No. 1
65
Properties=species:S:1:pos:R:3:forces:R:3:mulliken_spin:R:1 method="wB97M-V/def2-TZVPD" lumo_energy_ha="-0.4777 / -0.6771" gap_ev="7.42 / 4.47" e_above_lowest_kcal_mol=15.6 charge=+4 spin_multiplicity=5 total_energy_ev=-53339.60782 homo_ev="-20.4175 / -22.8929" largest_force_ev_per_a=8.3 s_squared=6.02
Pt -0.038826 1.159545 -0.160841 -1.0 0.1 0.0 0.776
C -1.594465 0.010243 0.143313 -5.2 -5.0 0.0 0.062
O -2.348226 -0.848451 0.328625 2.6 3.3 -0.4 0.015
C -0.364325 2.995004 0.257587 -0.7 6.0 1.8 0.136
O -0.520871 4.092708 0.565611 0.5 -3.8 -1.1 0.018
C 1.828822 0.855694 -0.148273 7.9 -2.5 -0.2 0.087
O 2.898267 0.416123 -0.026580 -4.2 2.0 -0.4 0.006
C -1.659536 0.484419 -3.211291 -2.4 -0.8 -1.0 0.119
P 0.025620 0.070496 -2.545972 1.5 1.7 -1.1 0.507
H 0.470671 -1.508801 -4.249328 -0.2 0.7 0.0 0.031
H -2.292337 -0.285591 -2.740273 0.2 0.0 0.0 -0.012
C 1.183346 1.122845 -3.571999 -0.2 -0.2 0.2 0.060
H 0.677692 1.143013 -4.551977 0.2 -0.1 0.2 0.008
C -1.769276 0.336735 -4.730392 0.6 0.2 0.2 0.040
H -1.331289 -0.591350 -5.109433 -0.2 0.0 -0.1 0.013
H -1.303318 1.180966 -5.252381 -0.2 -0.2 0.1 0.000
H -2.833231 0.323502 -4.997948 0.0 -0.1 0.0 0.028
C -2.170211 1.851893 -2.748831 1.2 0.6 0.3 0.089
H -1.653602 2.674990 -3.258591 -0.3 -0.2 0.1 -0.001
C 1.477444 -2.393616 -2.557810 -0.2 1.2 1.7 0.105
H -2.072615 2.001936 -1.663911 -0.2 0.1 -0.2 0.008
H -3.241332 1.922839 -2.987554 0.1 -0.3 -0.1 0.032
C -0.976243 -2.563988 -3.043097 -0.1 1.2 0.0 0.052
H 1.169452 -2.939712 -1.661415 0.2 0.0 -0.4 -0.006
H 1.893084 -3.085234 -3.305990 -0.2 0.0 -0.4 0.063
H 2.306120 -1.746515 -2.265633 0.2 0.0 -0.2 0.014
C 0.274249 -1.685230 -3.176861 -0.6 -3.4 -1.4 0.190
H -0.714463 -3.596430 -3.307106 0.1 -0.1 0.0 0.039
H -1.792478 -2.256541 -3.704023 0.2 -0.2 0.0 0.003
H -1.357481 -2.570457 -2.012649 0.2 -0.3 0.0 0.014
C 2.572094 0.491359 -3.713254 0.4 -0.2 0.0 0.032
H 3.068287 0.420003 -2.735055 0.0 0.0 -0.3 -0.001
H 3.194179 1.129092 -4.355279 -0.2 -0.1 0.2 0.001
H 2.542464 -0.503570 -4.169508 0.0 0.2 0.0 0.004
C 1.325854 2.555244 -3.045614 -0.1 0.1 0.3 0.051
H 0.367326 3.053571 -2.871063 0.1 0.0 -0.1 0.003
H 1.887093 3.143758 -3.784103 -0.1 -0.1 0.2 0.001
H 1.897172 2.566262 -2.108421 0.0 0.1 -0.3 -0.004
H 0.703349 -3.788281 -0.219567 -0.1 -0.2 0.5 0.000
H 0.826462 -3.721782 0.516854 -0.1 -0.1 -0.6 -0.001
C 1.689551 2.944444 3.781184 0.0 0.3 0.0 0.005
C 2.489491 1.875975 3.060459 0.3 0.5 0.2 -0.004
O 1.713199 0.624153 2.809165 -1.6 0.5 -1.2 0.081
P 0.243322 0.440228 2.183010 3.5 -3.9 4.1 0.389
O -0.608320 1.525708 3.018031 -3.0 1.1 0.5 0.572
C -2.015907 1.345226 3.474299 0.5 -1.1 -1.4 0.056
C -1.862046 1.453160 4.974451 1.0 0.5 1.4 0.135
O -0.118144 -1.015969 2.773538 -0.1 2.3 -1.5 0.063
C 0.785420 -1.904972 3.672585 0.0 -0.2 0.4 0.015
C 1.763411 -2.656246 2.809853 -0.2 0.3 -0.2 -0.001
H 0.940088 3.445335 3.141620 0.3 -0.2 0.3 -0.002
H 2.400002 3.721905 4.100995 -0.2 -0.2 -0.1 0.000
H 1.220004 2.544286 4.697133 0.2 0.1 -0.4 0.007
H 2.890787 2.225599 2.092700 -0.1 -0.2 0.4 0.005
H 3.318138 1.541787 3.698657 -0.3 -0.1 -0.4 0.003
H -2.616841 2.185959 3.077484 0.4 0.2 0.2 0.063
H -2.404063 0.373970 3.109429 0.3 0.5 0.2 -0.007
H -1.450549 2.449567 5.207917 -0.2 -0.5 0.2 0.001
H -2.838870 1.349278 5.450484 -0.4 0.0 -0.3 0.027
H -1.194746 0.650785 5.336015 -0.3 0.4 -0.2 0.002
H 1.216863 -1.243913 4.439969 -0.2 -0.3 -0.4 0.001
H 0.023853 -2.564050 4.105508 0.2 0.3 -0.1 0.005
H 2.510735 -1.995047 2.355721 -0.1 -0.1 0.1 0.000
H 2.293975 -3.412521 3.402689 -0.2 0.2 0.0 0.001
H 1.184325 -3.152439 2.023933 0.4 0.0 0.5 0.002


No. 2
61
Properties=species:S:1:pos:R:3:forces:R:3:nbo_charge:R:1 method="wB97M-V/def2-TZVPD" lumo_energy_ha=0.0252 gap_ev=9.40 e_above_lowest_kcal_mol=78.4 spin_multiplicity=1 total_energy_ev=-26928.61596 homo_ev=-8.7182 largest_force_ev_per_a=2.0
C 2.454127 0.152582 -1.331526 0.1 0.3 0.1 -0.433
C 1.230768 -0.513033 -0.706071 0.5 -0.8 -0.4 -0.437
C 1.724812 -1.949321 -0.406445 -0.7 0.3 -0.5 -0.068
O 3.103713 -2.001737 -0.726556 0.4 0.0 0.4 -0.520
C 3.344087 -1.017091 -1.714412 0.5 0.2 -0.9 -0.076
H 2.988411 0.739071 -0.582127 -0.1 0.1 -0.1 0.207
H 2.175740 0.807277 -2.157652 0.2 0.0 0.0 0.213
H 0.464968 -0.618317 -1.474865 -0.4 0.5 0.4 0.206
H 0.922513 -0.043502 0.223275 -0.4 0.3 -0.3 0.212
H 1.186312 -2.659229 -1.042079 0.0 -0.1 0.0 0.162
H 1.471288 -2.183372 0.626868 0.8 -0.3 0.1 0.185
H 3.214177 -1.404246 -2.739195 -0.9 -0.2 0.2 0.159
H 4.396432 -0.726466 -1.806257 0.1 -0.2 0.9 0.190
C -1.974061 -2.407130 0.318878 -0.5 0.6 -0.1 -0.438
C -3.032952 -3.285730 0.938767 0.3 0.1 1.5 -0.426
C -3.852238 -2.239381 1.723444 0.1 0.0 -1.5 -0.068
O -3.889224 -1.129340 0.795677 -0.5 0.3 0.5 -0.543
C -2.827079 -1.228210 -0.134743 -0.1 -0.2 -1.1 -0.063
H -1.467924 -2.896393 -0.510009 0.5 0.2 0.2 0.221
H -1.350196 -1.995583 1.117428 0.6 -0.5 -0.2 0.201
H -2.628587 -4.022982 1.637057 0.0 -0.2 -0.2 0.214
H -3.614908 -3.781764 0.163434 -0.2 0.0 0.1 0.208
H -3.419696 -1.846514 2.643993 0.3 -0.5 0.2 0.173
H -4.846874 -2.631870 1.929907 -0.2 0.4 -0.1 0.187
H -2.263684 -0.298896 -0.263577 -0.1 0.1 0.6 0.176
H -3.255551 -1.395991 -1.134179 0.0 -0.2 0.1 0.159
C 1.547811 -0.440293 -6.084088 0.4 -1.0 1.5 -0.433
C 3.048200 -0.695066 -5.925147 0.5 0.3 -0.1 -0.433
C 3.142111 -2.221979 -5.750160 -0.3 0.9 0.0 -0.068
O 1.883207 -2.618663 -5.199695 0.2 -0.4 -0.4 -0.539
C 1.038020 -1.487282 -5.073262 -0.2 -0.1 -0.2 -0.061
H 1.228489 -0.750010 -7.075360 -0.2 0.4 -0.1 0.208
H 1.193103 0.530064 -5.747743 0.1 0.3 -0.5 0.220
H 3.458234 -0.211830 -5.034543 -0.3 0.1 0.1 0.199
H 3.667147 -0.329578 -6.746250 -0.1 -0.1 -0.1 0.216
H 3.946908 -2.471418 -5.061766 0.1 -0.3 0.0 0.179
H 3.303392 -2.702028 -6.714704 0.0 -0.3 0.0 0.171
H 1.099968 -1.183318 -4.020917 -0.1 0.5 -0.1 0.157
H 0.008173 -1.772753 -5.297726 0.0 -0.2 0.1 0.185
C -1.529356 5.015308 4.353664 -0.3 -1.0 0.1 -0.615
C -0.708924 3.715604 4.557193 -1.1 1.5 0.5 -0.222
N -1.334879 2.543157 3.957115 1.4 -0.4 0.3 -0.433
C -0.494196 1.400696 4.387574 -0.8 -0.3 0.9 -0.223
C -1.047741 0.038432 3.976704 1.5 -0.1 -0.9 -0.624
C -1.384651 2.571408 2.500996 -0.7 0.5 -0.8 -0.234
C -0.087735 2.745408 1.706152 0.1 -0.1 0.1 -0.645
H -1.090458 5.880807 4.845421 0.4 0.0 -0.3 0.211
H -2.466411 4.845047 4.890602 -0.2 0.1 -0.4 0.210
H -1.726936 5.189623 3.296590 0.0 0.4 0.1 0.199
H 0.336499 3.901532 4.282564 0.1 -0.3 0.0 0.162
H -0.788124 3.590849 5.639067 0.6 -0.4 0.0 0.197
H 0.551213 1.562934 4.098040 0.0 -0.3 -0.4 0.169
H -0.446906 1.367414 5.481071 -0.2 0.5 0.0 0.194
H -0.368682 -0.755232 4.304524 -0.1 0.1 0.4 0.213
H -2.039181 -0.188186 4.352624 -0.2 0.3 -0.2 0.220
H -0.938163 -0.035627 2.888908 -0.7 -0.2 0.0 0.196
H -1.998940 3.415714 2.169055 -0.2 -0.1 0.4 0.196
H -1.937392 1.679737 2.201486 0.1 0.1 -0.2 0.205
H -0.304217 3.060437 0.684248 -0.2 0.0 0.0 0.216
H 0.501609 1.831130 1.604275 0.2 0.1 0.3 0.198
H 0.484436 3.555130 2.164451 0.3 -0.2 -0.1 0.207